The following is a DFT calculation (ωB97M-V/def2-TZVPD) of a cluster of 3 separate species, C15H45BN7OP in total.

Structure (XYZ):
```
70
Properties=species:S:1:pos:R:3:forces:R:3:nbo_charge:R:1
N -1.112 1.505 3.073 0.071 0.164 -0.079 -0.802
C -0.857 0.415 2.092 -0.036 -0.108 -0.050 -0.608
B 0.628 -0.028 2.368 -0.005 -0.125 -0.186 0.468
C 1.005 -0.838 3.666 0.035 0.050 0.191 -0.831
C 1.051 -2.371 3.413 -0.001 -0.079 -0.052 0.433
N 1.567 -3.151 4.522 0.048 0.113 0.044 -0.840
N 1.987 -2.622 2.306 -0.094 0.129 -0.089 -0.858
N -0.314 -2.845 3.228 0.003 -0.003 -0.052 -0.854
P 1.940 0.769 1.200 0.108 0.182 0.294 1.002
N 3.503 0.169 1.573 -0.126 -0.263 0.127 -1.154
O 1.673 0.110 -0.289 -0.081 -0.054 -0.106 -0.966
H -0.482 1.481 3.867 -0.083 -0.101 0.057 0.357
H -0.984 2.407 2.633 0.050 -0.014 0.004 0.366
H -0.987 0.830 1.090 -0.090 -0.086 0.024 0.213
H -1.607 -0.371 2.231 0.008 0.036 -0.020 0.198
H 1.992 -0.556 4.045 -0.005 -0.031 -0.038 0.228
H 0.277 -0.698 4.473 0.029 0.025 -0.028 0.235
H 2.539 -2.916 4.681 -0.008 0.002 -0.019 0.367
H 1.045 -2.934 5.363 -0.035 -0.081 -0.024 0.368
H 1.659 -2.116 1.488 -0.007 -0.104 -0.012 0.339
H 1.975 -3.609 2.069 0.020 -0.038 0.089 0.371
H -0.311 -3.853 3.124 0.019 -0.005 0.022 0.369
H -0.756 -2.436 2.414 0.006 0.059 0.023 0.357
H 3.814 0.543 2.463 0.187 0.192 -0.185 0.382
H 3.560 -0.846 1.648 -0.050 0.044 0.092 0.384
H 1.821 -0.843 -0.339 -0.001 0.085 -0.073 0.476
C -7.246 0.812 0.309 -0.023 0.009 0.013 -0.616
C -6.514 2.120 0.564 0.024 0.032 0.014 -0.213
N -5.468 1.997 1.563 0.002 -0.005 -0.070 -0.452
C -4.968 3.271 2.051 0.003 -0.007 0.072 -0.206
C -4.234 4.183 1.062 -0.006 0.001 0.010 -0.634
C -4.462 0.978 1.305 0.051 -0.027 0.038 -0.224
C -3.704 1.046 -0.027 0.049 -0.024 0.031 -0.638
H -7.614 0.391 1.246 0.008 -0.005 -0.003 0.211
H -8.097 0.986 -0.351 -0.003 -0.005 0.006 0.211
H -6.607 0.071 -0.172 0.007 0.005 0.000 0.201
H -7.226 2.859 0.945 -0.006 -0.001 -0.020 0.194
H -6.151 2.516 -0.399 0.016 -0.005 0.006 0.156
H -4.312 3.060 2.900 -0.002 0.010 -0.005 0.197
H -5.827 3.817 2.453 -0.008 -0.003 -0.019 0.186
H -3.242 3.805 0.813 -0.007 -0.014 -0.009 0.197
H -4.107 5.175 1.501 0.011 -0.001 0.000 0.210
H -4.792 4.304 0.133 -0.004 0.007 0.005 0.204
H -4.943 -0.001 1.375 -0.040 0.014 -0.010 0.189
H -3.748 1.020 2.133 0.013 -0.007 -0.025 0.211
H -4.373 1.190 -0.877 -0.033 -0.019 0.023 0.204
H -3.169 0.107 -0.187 0.009 0.009 -0.016 0.208
H -2.967 1.848 -0.042 -0.033 0.026 -0.035 0.200
C 4.319 0.941 -2.364 0.041 -0.015 0.017 -0.622
C 4.906 -0.228 -3.135 -0.032 -0.033 -0.019 -0.214
N 3.970 -1.339 -3.254 0.017 0.036 -0.011 -0.456
C 4.583 -2.569 -3.725 -0.019 -0.030 0.016 -0.203
C 5.160 -2.592 -5.145 0.000 -0.004 0.007 -0.635
C 2.672 -1.008 -3.825 -0.024 -0.025 0.000 -0.220
C 2.647 -0.359 -5.214 -0.009 -0.003 0.009 -0.637
H 3.922 0.594 -1.412 -0.005 0.071 0.057 0.227
H 5.086 1.692 -2.172 0.016 -0.017 -0.004 0.211
H 3.510 1.430 -2.909 0.010 0.000 -0.012 0.200
H 5.777 -0.614 -2.597 0.009 0.025 -0.002 0.193
H 5.280 0.128 -4.108 -0.027 -0.026 -0.018 0.156
H 3.839 -3.365 -3.629 0.012 -0.005 0.000 0.187
H 5.386 -2.812 -3.022 0.005 0.016 -0.003 0.187
H 4.379 -2.605 -5.905 -0.002 0.017 0.005 0.200
H 5.767 -3.489 -5.281 -0.008 -0.004 -0.006 0.210
H 5.801 -1.729 -5.332 0.008 -0.008 0.005 0.205
H 2.160 -0.343 -3.126 0.022 0.010 0.009 0.200
H 2.088 -1.933 -3.844 -0.008 0.012 -0.015 0.190
H 3.368 0.457 -5.284 -0.018 0.015 0.009 0.205
H 1.658 0.062 -5.405 -0.003 -0.013 -0.009 0.212
H 2.865 -1.068 -6.012 0.030 0.006 0.006 0.201
```
Forces are in eV/Å.

Output
- Highest occupied orbital energy: -7.98 eV
- LUMO level: -0.160 eV
- HOMO-LUMO gap: 7.82 eV
- Energy: -1423.24103 a.u.
- Structure (SMILES): NCB(CC(N)(N)N)P(N)O.CCN(CC)CC.CCN(CC)CC
- Charge: 0

=====

The following is a DFT calculation (ωB97M-V/def2-TZVPD) of a cluster of 2 separate species, C3H9NO2 in total at a distorted geometry.

Structure (XYZ):
```
15
Properties=species:S:1:pos:R:3:forces:R:3:nbo_charge:R:1
O 1.493 2.057 1.218 0.616 0.394 -0.544 -0.479
C 0.626 1.474 1.783 -0.527 -0.287 0.491 0.423
C -0.241 0.451 1.083 0.106 0.274 0.320 -0.343
N 0.023 0.403 -0.362 -0.500 -1.522 -0.573 -0.731
H 0.395 1.625 2.849 0.036 0.012 0.044 0.149
H -0.041 -0.519 1.532 -0.030 -0.207 -0.030 0.245
H -1.288 0.685 1.258 -0.158 -0.035 -0.055 0.249
H -0.556 -0.532 -0.791 0.787 1.389 0.526 0.440
H -0.300 1.240 -0.836 0.229 0.238 -0.020 0.434
H 1.013 0.243 -0.574 -0.114 0.510 0.208 0.434
C -0.582 -2.369 -2.152 0.710 -0.042 0.025 -0.331
O -1.214 -1.640 -1.199 -0.670 -0.317 -0.097 -0.234
H -1.075 -2.140 -3.116 -0.125 -0.061 -0.049 0.292
H 0.492 -2.153 -2.231 -0.184 0.033 -0.101 0.192
H -0.766 -3.424 -1.964 -0.176 -0.381 -0.145 0.259
```
Forces are in eV/Å.

Output
- Highest occupied orbital energy (alpha / beta): -14.44 / -14.43 eV
- LUMO level (alpha / beta): -3.311 / -7.441 eV
- Energy relative to the best compared isomer or geometry (same formula, charge and spin): 24.2 kcal per mole
- HOMO-LUMO gap (alpha / beta): 11.12 / 6.99 eV
- Spin multiplicity: 2
- Energy: -324.58704 a.u.
- Charge: +1

=====

The following is a DFT calculation (ωB97M-V/def2-TZVPD) of an isolated molecule of C2H3BrN2O3 at a distorted geometry.

Structure (XYZ):
```
11
Properties=species:S:1:pos:R:3:forces:R:3:nbo_charge:R:1
C 0.058 0.080 0.035 1.047 0.070 2.089 -0.645
C -0.363 0.286 1.492 0.733 1.797 0.680 0.131
N -0.943 -0.946 1.906 -1.153 -3.798 1.148 0.077
N -1.320 1.555 1.688 0.496 -2.299 0.868 0.505
O -1.917 -1.191 2.579 1.261 2.259 -1.138 -0.216
O -2.246 1.444 0.904 0.250 1.102 0.524 -0.362
O -1.200 2.219 2.692 -0.412 0.115 -1.183 -0.317
Br 1.206 0.245 2.804 -1.184 0.396 -1.096 0.091
H -0.563 0.645 -0.553 -1.634 1.280 -1.516 0.245
H 1.069 0.422 -0.124 0.321 -0.202 0.006 0.242
H -0.090 -0.957 -0.159 0.275 -0.720 -0.382 0.248
```
Forces are in eV/Å.

Output
- Highest occupied orbital energy (alpha / beta): -9.89 / -9.89 eV
- LUMO level (alpha / beta): -1.499 / -1.499 eV
- Energy relative to the best compared isomer or geometry (same formula, charge and spin): 69.6 kcal per mole
- HOMO-LUMO gap (alpha / beta): 8.39 / 8.39 eV
- Energy: -2987.03295 a.u.
- Structure (SMILES): C[C@](Br)(N=O)[N+](=O)[O-]
- Charge: 0

=====

The following is a DFT calculation (ωB97M-V/def2-TZVPD) of a structure of composition C27H20Cl2N4O7Sn at a distorted geometry.

Structure (XYZ):
```
61
Properties=species:S:1:pos:R:3:forces:R:3:nbo_charge:R:1
Sn 0.046 0.155 0.180 -0.741 0.144 -0.220 1.349
O -0.263 0.460 -4.521 -0.229 0.014 0.225 -0.706
C -0.074 0.335 -3.299 0.529 0.068 -0.406 0.605
N -0.802 0.545 -2.235 -0.444 0.056 0.242 -0.720
C -2.155 0.876 -2.232 0.176 0.362 0.038 0.210
C -2.781 1.719 -3.151 -0.027 -0.111 -0.086 -0.254
C -4.105 2.101 -2.973 0.008 -0.054 0.077 -0.246
C -4.814 1.648 -1.869 0.066 0.013 -0.060 -0.255
C -4.199 0.814 -0.942 -0.051 -0.081 -0.016 -0.217
C -2.874 0.424 -1.108 -0.038 -0.114 0.227 0.116
N -2.161 -0.368 -0.178 -0.103 0.248 -0.012 -0.767
C -2.768 -1.335 0.498 0.077 -0.108 0.200 0.620
O -3.952 -1.695 0.502 -0.033 -0.009 -0.093 -0.699
C -1.798 -2.137 1.352 0.051 0.087 -0.017 0.174
C -2.123 -3.419 1.766 -0.016 -0.010 0.061 -0.225
C -1.174 -4.148 2.459 0.020 -0.027 -0.001 -0.161
C 0.061 -3.577 2.739 -0.098 -0.002 -0.019 -0.266
C 0.302 -2.287 2.307 -0.052 0.070 0.046 0.079
N -0.620 -1.589 1.639 0.167 -0.220 0.037 -0.517
C 1.335 -0.033 -2.845 0.270 -0.358 -0.479 0.144
C 2.432 0.700 -3.240 -0.295 -1.626 -0.740 -0.232
C 3.676 0.470 -2.668 0.249 -1.341 -0.364 -0.176
C 3.803 -0.508 -1.701 0.182 -0.226 -0.812 -0.230
C 2.710 -1.297 -1.385 -0.243 -0.089 -0.206 0.036
N 1.545 -1.055 -1.989 0.160 -0.523 -0.158 -0.015
H -2.212 2.060 -4.005 0.025 -0.010 -0.014 0.222
H -4.575 2.763 -3.692 -0.007 -0.013 -0.016 0.186
H -5.846 1.945 -1.720 -0.006 0.003 0.001 0.186
H -4.742 0.444 -0.085 -0.002 0.035 0.000 0.228
H -3.099 -3.805 1.512 0.006 -0.011 -0.006 0.237
H -1.384 -5.167 2.761 -0.009 0.000 0.020 0.197
H 0.836 -4.125 3.256 0.001 -0.009 0.013 0.207
H 1.252 -1.788 2.467 -0.007 0.015 -0.091 0.248
H 2.261 1.479 -3.970 -0.092 -1.373 -0.318 0.245
H 4.525 1.081 -2.951 -0.196 -0.498 0.023 0.223
H 4.727 -0.678 -1.169 -0.158 -0.042 -0.257 0.275
H 2.662 -2.116 -0.682 0.048 -0.047 -0.010 0.295
O 0.451 -1.906 -1.763 0.148 -0.107 0.247 -0.142
O 0.815 -3.035 -0.977 0.148 0.514 -0.156 -0.608
Cl -0.655 2.074 1.702 -0.129 0.164 0.126 -0.738
C 6.440 3.059 -1.196 -0.049 0.043 -0.028 -0.624
C 5.005 3.028 -1.640 0.085 0.226 0.126 -0.098
C 4.632 3.257 -2.954 -0.132 0.477 -0.031 -0.242
C 3.302 3.158 -3.335 0.440 1.543 0.119 -0.062
Cl 2.868 3.458 -5.013 0.108 0.058 0.215 -0.035
C 2.330 2.795 -2.428 -0.081 1.676 1.000 -0.207
C 2.688 2.562 -1.102 0.061 0.810 0.136 -0.307
C 4.012 2.716 -0.700 -0.050 0.045 0.073 0.405
O 4.447 2.592 0.578 -0.170 0.017 -0.121 -0.513
C 3.606 1.833 1.454 0.194 0.294 0.129 -0.190
C 3.634 0.333 1.144 -0.427 0.197 0.190 0.746
O 4.687 -0.145 0.694 0.298 -0.026 0.676 -0.761
O 2.537 -0.226 1.389 0.394 -0.528 0.348 -0.779
H 7.104 3.209 -2.048 0.010 -0.002 0.005 0.193
H 6.692 2.123 -0.693 0.010 -0.025 -0.007 0.240
H 6.613 3.855 -0.469 -0.003 0.012 -0.010 0.214
H 5.385 3.503 -3.693 0.000 -0.018 -0.013 0.214
H 1.300 2.676 -2.737 -0.026 0.297 0.179 0.254
H 1.924 2.251 -0.404 -0.017 0.034 -0.039 0.252
H 2.580 2.195 1.441 -0.032 0.071 0.057 0.201
H 4.008 1.993 2.456 0.032 0.013 -0.031 0.191
```
Forces are in eV/Å.

Output
- Highest occupied orbital energy: -1.90 eV
- LUMO level: 4.317 eV
- Energy relative to the best compared isomer or geometry (same formula, charge and spin): 64.2 kcal per mole
- HOMO-LUMO gap: 6.21 eV
- Energy: -2921.26262 a.u.
- Charge: -2

=====

The following is a DFT calculation (ωB97M-V/def2-TZVPD) of a cluster of 2 separate species, C3H11N3S in total at a distorted geometry.

Structure (XYZ):
```
18
Properties=species:S:1:pos:R:3:forces:R:3:nbo_charge:R:1
C 9.844 0.001 -0.213 -0.699 -0.830 0.304 0.212
C -0.796 -0.963 -0.624 1.270 1.680 3.480 -0.446
C -1.442 0.965 0.532 2.315 -0.430 3.440 -0.472
N 9.691 1.188 -0.713 1.114 1.364 3.546 -0.760
N -3.021 -0.883 0.576 0.817 2.629 1.261 -0.535
N -1.552 -0.479 0.598 -0.514 -0.232 -0.138 -0.215
S 9.899 -1.421 0.356 0.292 2.064 -0.883 0.601
H -1.331 -0.695 -1.451 -1.633 -0.591 -2.728 0.203
H 0.008 -0.166 -0.691 -0.369 -1.527 0.306 0.241
H -0.400 -1.921 -0.356 0.027 -0.649 -0.943 0.245
H -1.421 1.474 -0.388 -0.577 0.339 -1.504 0.209
H -2.062 1.402 1.289 -0.475 0.563 0.173 0.223
H -0.384 1.011 0.966 -1.334 0.756 -0.575 0.251
H 8.982 1.392 -1.361 -1.116 -0.298 -1.688 0.460
H 9.755 2.068 -0.054 0.504 -2.294 -1.282 0.487
H -3.692 -0.499 1.307 1.739 -0.228 -0.355 0.455
H -3.365 -0.526 -0.258 -1.318 0.493 -2.419 0.408
H -3.100 -1.845 0.598 -0.043 -2.809 0.004 0.433
```
Forces are in eV/Å.

Output
- Highest occupied orbital energy: -16.36 eV
- LUMO level: -7.877 eV
- Energy relative to the best compared isomer or geometry (same formula, charge and spin): 33.1 kcal per mole
- HOMO-LUMO gap: 8.48 eV
- Energy: -682.64251 a.u.
- Charge: +2